This record from the OMol25 dataset describes a cluster of 18 separate species, C82H114N10O16 in total. The level of theory is wB97M-V/def2-TZVPD.

```
222
Properties=species:S:1:pos:R:3
O -0.764 -2.455 -9.147
C 0.373 -2.312 -8.830
O 1.012 -2.902 -7.820
C 0.142 -3.839 -7.065
C -0.684 -3.006 -6.108
C 1.358 -1.433 -9.578
H 0.874 -4.496 -6.547
H -0.479 -4.430 -7.751
H -1.284 -2.247 -6.632
H 0.014 -2.439 -5.479
H -1.358 -3.629 -5.487
H 1.977 -0.882 -8.846
H 0.921 -0.770 -10.309
H 2.013 -2.145 -10.100
O 3.055 0.879 -0.827
C 4.183 1.195 -0.500
O 5.211 1.020 -1.302
C 4.856 0.648 -2.658
C 6.091 0.922 -3.367
C 4.558 1.839 0.795
H 4.030 1.279 -2.966
H 4.486 -0.370 -2.682
H 6.843 0.210 -3.120
H 6.427 1.940 -3.152
H 5.869 0.869 -4.435
H 3.902 2.725 0.921
H 5.637 2.117 0.774
H 4.368 1.125 1.593
O 5.974 6.772 5.267
C 4.887 6.603 4.816
O 4.458 5.792 3.806
C 5.574 4.983 3.226
C 6.537 5.760 2.364
C 3.688 7.363 5.311
H 5.011 4.187 2.810
H 6.186 4.516 3.982
H 6.064 6.123 1.462
H 7.433 5.152 2.164
H 6.869 6.616 2.981
H 2.881 6.737 5.661
H 3.423 8.046 4.501
H 4.082 7.871 6.182
O -3.809 1.285 6.815
C -3.240 1.451 5.796
O -3.957 1.798 4.675
C -5.408 1.912 4.975
C -6.046 1.955 3.618
C -1.739 1.132 5.521
H -5.636 2.782 5.590
H -5.639 1.036 5.562
H -5.729 2.845 3.080
H -7.136 1.976 3.689
H -5.672 1.082 3.069
H -1.559 0.578 4.607
H -1.499 0.457 6.331
H -1.197 2.075 5.561
O 1.315 -5.661 4.143
C 0.584 -4.807 3.724
O -0.590 -5.134 3.144
C -0.966 -6.540 3.242
C -2.368 -6.546 2.790
C 0.762 -3.361 3.670
H -0.813 -6.793 4.296
H -0.257 -7.067 2.640
H -3.004 -6.009 3.467
H -2.622 -7.602 2.867
H -2.283 -6.151 1.792
H 0.548 -2.966 2.676
H 1.777 -3.117 4.012
H 0.045 -2.765 4.262
O 0.154 -3.302 -2.806
C 1.315 -3.547 -2.817
O 1.772 -4.690 -3.272
C 0.762 -5.588 -3.783
C 1.448 -6.867 -4.214
C 2.490 -2.745 -2.299
H 0.225 -4.966 -4.498
H 0.068 -5.816 -2.959
H 0.670 -7.541 -4.561
H 1.942 -7.322 -3.384
H 2.178 -6.724 -4.972
H 2.149 -1.698 -2.247
H 3.303 -2.756 -3.018
H 2.842 -3.171 -1.368
O 3.842 0.460 5.583
C 3.275 0.297 6.644
O 3.945 0.151 7.775
C 5.419 0.310 7.696
C 5.878 -1.029 7.157
C 1.758 0.246 6.893
H 5.721 0.429 8.736
H 5.579 1.268 7.237
H 5.624 -1.712 7.988
H 6.953 -1.095 6.907
H 5.326 -1.301 6.253
H 1.339 -0.770 6.984
H 1.260 0.734 6.070
H 1.512 0.842 7.775
O -0.085 -0.537 2.335
C 0.095 0.548 1.800
O 0.016 0.678 0.459
C -0.098 -0.470 -0.378
C -0.285 0.029 -1.786
C 0.483 1.769 2.555
H -0.950 -1.076 -0.020
H 0.818 -1.097 -0.257
H -0.596 -0.834 -2.409
H 0.640 0.410 -2.220
H -1.101 0.756 -1.732
H 0.666 1.518 3.600
H -0.243 2.574 2.514
H 1.419 2.176 2.206
N 3.199 -2.356 1.106
C 4.181 -3.259 1.018
C 5.322 -3.299 1.878
C 5.388 -2.394 2.927
C 4.359 -1.440 3.018
C 3.338 -1.441 2.097
H 4.127 -3.925 0.152
H 6.110 -4.024 1.733
H 6.194 -2.408 3.641
H 4.314 -0.701 3.836
H 2.544 -0.721 2.133
N -1.487 5.485 -4.876
C -2.020 4.985 -3.769
C -3.354 4.965 -3.536
C -4.244 5.391 -4.529
C -3.748 5.890 -5.712
C -2.345 5.892 -5.862
H -1.334 4.586 -3.078
H -3.679 4.559 -2.574
H -5.296 5.412 -4.234
H -4.377 6.232 -6.528
H -1.831 6.278 -6.711
N -4.016 -1.290 -6.249
C -3.304 -0.352 -6.812
C -2.325 0.425 -6.197
C -2.099 0.206 -4.841
C -2.817 -0.813 -4.198
C -3.775 -1.497 -4.958
H -3.568 -0.178 -7.839
H -1.838 1.262 -6.674
H -1.504 0.886 -4.271
H -2.770 -0.956 -3.148
H -4.418 -2.247 -4.561
N -5.282 -2.839 -2.172
C -6.345 -2.069 -2.067
C -7.591 -2.496 -1.697
C -7.723 -3.846 -1.366
C -6.628 -4.677 -1.443
C -5.440 -4.104 -1.853
H -6.150 -1.060 -2.324
H -8.403 -1.788 -1.642
H -8.686 -4.234 -1.026
H -6.787 -5.735 -1.189
H -4.576 -4.738 -1.950
N 0.196 -6.788 -0.066
C 0.496 -5.517 0.224
C -0.387 -4.436 -0.033
C -1.622 -4.732 -0.577
C -1.960 -6.035 -0.909
C -0.956 -6.992 -0.652
H 1.499 -5.306 0.590
H -0.099 -3.412 0.130
H -2.408 -3.963 -0.629
H -2.878 -6.302 -1.423
H -1.068 -8.062 -0.899
N -3.671 3.086 -0.023
C -3.276 2.885 1.186
C -3.003 1.590 1.672
C -3.161 0.511 0.813
C -3.556 0.758 -0.500
C -3.751 2.093 -0.870
H -3.191 3.748 1.838
H -2.754 1.340 2.704
H -3.052 -0.511 1.166
H -3.668 -0.042 -1.190
H -4.100 2.327 -1.866
N 0.444 2.688 -6.929
C 0.871 1.469 -7.242
C 1.383 0.579 -6.318
C 1.539 1.021 -4.976
C 1.035 2.258 -4.660
C 0.518 3.046 -5.683
H 0.666 1.182 -8.264
H 1.668 -0.404 -6.677
H 1.897 0.333 -4.178
H 1.047 2.646 -3.640
H 0.212 4.058 -5.424
N 2.100 4.069 -0.814
C 1.022 3.334 -0.633
C -0.278 3.782 -0.436
C -0.447 5.145 -0.529
C 0.690 6.017 -0.687
C 1.933 5.421 -0.831
H 1.201 2.275 -0.605
H -1.086 3.038 -0.386
H -1.475 5.503 -0.561
H 0.542 7.094 -0.703
H 2.870 5.943 -0.999
N -3.848 -2.964 1.354
C -3.039 -2.961 2.398
C -3.366 -2.484 3.656
C -4.673 -2.002 3.835
C -5.492 -1.939 2.726
C -5.059 -2.488 1.520
H -2.070 -3.370 2.134
H -2.626 -2.619 4.432
H -5.005 -1.768 4.837
H -6.543 -1.711 2.812
H -5.706 -2.494 0.642
N -0.536 4.838 5.372
C -0.805 5.535 4.320
C 0.088 5.791 3.270
C 1.339 5.262 3.340
C 1.659 4.556 4.540
C 0.684 4.343 5.480
H -1.795 5.910 4.381
H -0.253 6.380 2.422
H 2.068 5.485 2.575
H 2.664 4.170 4.678
H 0.929 3.905 6.422
```

Calculated values
Max |F|: 0.059 Eh/bohr
LUMO: 0.379 eV
2S+1: 1
HOMO-LUMO gap: 9.49 eV
Energy: -134543.655 eV

Löwdin atomic charge list, values in e, 5 entries: 0.1169 -0.5871 -0.0245 -0.1704 -0.0718